(1)
ORCA calculation (wB97M-V/def2-TZVPD) on a single C4H4S3 molecule at a distorted geometry.

Atoms and positions in Å:
C -0.5424 0.8682 -1.0970
H -0.7521 2.0894 -1.2587
C 0.0359 0.5443 0.2792
S -0.4624 -0.1968 -2.3859
S 1.3689 -3.7161 -0.3017
H 0.3575 1.6814 2.2260
C -0.1382 1.5696 1.2651
H -0.7339 -2.4346 0.0481
C 0.3852 -2.3317 -0.0283
H -0.6046 2.6681 0.7551
S 1.0860 -0.7418 0.4982

## Properties
**SMILES**: C=C(C=S)SC=S
**Gap between HOMO and LUMO**: 7.4 eV
**Relative energy (zero: lowest compared OMol25 entry of this formula, charge and spin)**: 75.23 kcal/mol
**LUMO level**: -1.496 eV
**Multiplicity**: 1
**M**: 148.3 g mol⁻¹
**Net charge**: 0
**Calculated total energy**: -36714.5297 eV

(2)
ORCA calculation (wB97M-V/def2-TZVPD) on a molecular structure, C4H55BFNO30 at a distorted geometry.

Atoms and positions in Å:
H -4.8508 -3.8339 0.8418
O 5.6981 2.9446 -8.4815
O -1.6090 0.2966 0.2834
O 2.4374 0.8355 0.5288
H 0.4230 1.4462 3.1875
H 6.2938 -4.4614 1.0032
H -6.2176 4.8330 0.1324
H -9.7191 -6.8697 1.8606
O -5.2494 5.5426 0.0770
H 5.6045 3.6960 -9.0705
O 7.1359 -1.8214 3.8040
H -3.8751 -0.6305 2.2093
H 0.5908 -1.8556 2.0772
H 6.5776 -1.1965 6.8207
H 6.1225 1.7642 -6.8939
H 3.4480 2.2719 -2.5440
H -5.2323 0.0740 1.3226
H 1.6815 1.0226 2.4324
H 7.8650 6.4897 -0.0488
H 5.7846 -5.0404 2.3136
B -0.5373 -2.4172 -0.1853
H -5.3232 1.7357 4.2091
H -2.5524 3.5177 0.9518
H 2.3828 4.1390 -7.2310
H -8.9292 -5.3520 4.0698
H -6.6056 -4.5423 0.7235
H 4.4581 -2.5504 2.2574
O 2.6173 2.0484 -2.1071
O -3.6700 -0.5373 0.1353
H -8.8492 -7.3957 2.9869
H 2.6481 2.8367 -9.8061
H 6.6943 4.6324 -2.5790
O -3.0533 3.0349 0.2907
O 3.1144 2.0545 -9.4964
O -7.9912 -5.3149 3.8609
H 5.3151 1.0717 -5.7980
H 5.6058 0.6045 1.5125
F -1.8803 -2.3293 1.8444
H 7.7725 5.3127 -1.0015
H 1.7219 0.2283 0.2940
H -6.8056 2.7041 0.1550
N -1.8763 -2.0386 0.4444
H 2.0646 1.7006 -2.8121
H 1.4996 -3.1440 1.2613
O 7.3707 6.1681 -0.8078
C -5.1788 -2.0673 1.3843
O 7.0651 3.7454 -2.6594
H -6.7557 -5.4869 1.8980
H -7.3101 5.5679 -0.6118
O 5.7064 0.9221 -6.6633
H -5.5662 2.0741 -0.4629
O -4.8798 1.5115 3.3862
O -4.8767 -2.9550 0.4164
H 1.0667 4.6175 -7.8348
H 4.1227 0.5111 1.8347
H 6.9256 -1.1405 3.1576
C -4.4871 -0.7229 1.3034
O -7.0118 -3.4271 4.7353
H 2.6266 1.8172 -8.7008
O -6.2168 1.9413 0.2327
H 7.2338 -2.1608 5.8553
H -7.6182 -4.5801 4.3775
O 0.6177 -1.7081 -0.0097
H 5.9765 1.8326 -2.7346
H -6.6442 -2.9858 3.9527
O 3.7074 -2.3316 2.8221
H 5.8302 0.6670 -3.7086
O 1.1415 0.8098 3.2075
O 4.9994 0.3434 2.2110
O -6.0104 -2.2950 2.2608
O -0.5722 -3.5017 -1.0093
C 1.2694 -2.0725 1.2426
O 7.0644 -2.0239 6.7964
H 2.1794 -1.4901 1.3733
H 7.2142 3.6351 -3.6044
H -6.2570 -3.6513 5.2846
H 4.9815 2.3401 -8.7342
O -6.9672 4.6837 -0.4587
O 5.9653 -4.2059 1.8700
O -6.3209 -5.4073 1.0374
O 5.4620 1.5308 -3.4943
C -2.3355 -0.6857 0.3105
H -2.5869 2.2154 0.0950
H 2.3400 1.5687 -0.0962
H -1.3118 -4.0803 -0.7867
H -4.6575 4.7870 -0.0282
H -4.8253 6.0989 0.7350
O -9.7696 -7.2918 2.7231
H -4.3068 2.2602 3.1967
H 6.5378 -2.5448 3.5791
O 1.6229 3.8388 -7.7400
H 4.0527 -1.6725 3.4336

## Properties
**Gap between HOMO and LUMO**: 9.5 eV
**LUMO level**: -0.624 eV
**Multiplicity**: 1
**M**: 627.3 g mol⁻¹
**Net charge**: 0
**Calculated total energy**: -71348.7112 eV

(3)
ORCA calculation (wB97M-V/def2-TZVPD) on a molecular structure, C4H5AgMgO2 at a distorted geometry.

Atoms and positions in Å:
H 3.3626 -1.8260 -1.0572
O 0.0518 -0.2057 2.5101
C -1.1069 0.5464 -0.8039
H -1.7269 0.0386 -1.5560
H -1.2311 1.6305 -0.9800
H -2.0883 0.9413 1.1606
Mg 1.9533 -0.2839 -2.1911
C -0.1939 -0.0415 1.3439
C 0.3471 0.1700 -0.9266
Ag 3.3788 -0.4596 0.7519
O 0.8135 0.0709 0.4335
C -1.5002 0.1825 0.6316
H -2.0599 -0.7636 0.6834

## Properties
**Gap between HOMO and LUMO (spin up / spin down)**: 5.7 / 8.0 eV
**Relative energy (zero: lowest compared OMol25 entry of this formula, charge and spin)**: 3.75 kcal/mol
**LUMO level (spin up / spin down)**: -5.601 / -5.586 eV
**Multiplicity**: 2
**<S²>**: 0.7548
**M**: 217.3 g mol⁻¹
**Net charge**: +1
**Calculated total energy**: -17757.2456 eV

(4)
ORCA calculation (wB97M-V/def2-TZVPD) on a molecular structure, C4H5AgO at a distorted geometry.

Atoms and positions in Å:
H 0.8747 0.5849 1.9133
O -1.5789 0.9597 -0.1214
H 2.2176 -0.5426 -1.9605
C 1.6446 -0.2779 -1.0869
Ag -1.4840 -0.1840 -2.1429
H -1.2149 1.6394 1.7379
H -0.6606 -2.1300 -2.0128
H -0.1071 -0.8448 1.6477
C -0.9537 0.9447 0.9181
C 1.0127 -0.2274 -0.0507
C 0.2496 0.0780 1.1583

## Properties
**Gap between HOMO and LUMO**: 7.3 eV
**LUMO level**: 0.020 eV
**Multiplicity**: 1
**M**: 177.0 g mol⁻¹
**Net charge**: 0
**Calculated total energy**: -10270.5056 eV

(5)
ORCA calculation (wB97M-V/def2-TZVPD) on a single C4H5BN2 molecule at a distorted geometry.

Atoms and positions in Å:
N -1.1143 -1.3262 0.4179
H 2.5035 0.1267 1.6209
H -1.0697 -1.9879 -1.4744
H -1.2063 -0.5084 2.3160
H 0.7910 1.3158 -2.3462
H -0.1287 2.4288 -1.1445
C -0.6147 -0.6467 1.4400
C -0.8585 -1.1492 -0.8619
C -0.4474 0.0635 -1.2697
B 0.0098 1.3343 -1.5842
N 0.5761 -0.1663 1.5170
C 1.5592 0.5157 1.3692

## Properties
**Gap between HOMO and LUMO (spin up / spin down)**: 6.4 / 7.3 eV
**Relative energy (zero: lowest compared OMol25 entry of this formula, charge and spin)**: 113.72 kcal/mol
**LUMO level (spin up / spin down)**: -1.383 / -0.892 eV
**Multiplicity**: 1
**M**: 91.9 g mol⁻¹
**Net charge**: 0
**Calculated total energy**: -7878.7266 eV

(6)
ORCA calculation (wB97M-V/def2-TZVPD) on a molecular structure, C4H5BeO4 at a distorted geometry.

Atoms and positions in Å:
H 2.3762 -0.7239 0.0399
O -2.7713 -0.8934 -0.8386
H 0.1477 2.2995 -1.2868
C 1.1134 1.5600 0.4122
Be 0.1897 -1.4797 0.1531
H 1.9162 -1.3366 1.7848
H 1.2585 0.7962 -1.5661
O 1.2295 0.5047 1.2761
C -1.6456 -1.2110 -0.4485
O -1.3267 -1.3400 0.8159
C 1.7019 -0.7155 0.9066
C 0.7236 1.4647 -0.8866
H 1.1933 2.5078 0.9455
O -0.5625 -1.0358 -1.2157

## Properties
**Gap between HOMO and LUMO (spin up / spin down)**: 8.7 / 5.4 eV
**Relative energy (zero: lowest compared OMol25 entry of this formula, charge and spin)**: 17.03 kcal/mol
**LUMO level (spin up / spin down)**: -0.232 / -3.550 eV
**Multiplicity**: 2
**<S²>**: 0.7812
**M**: 126.1 g mol⁻¹
**Net charge**: 0
**Calculated total energy**: -12818.0706 eV

(7)
ORCA calculation (wB97M-V/def2-TZVPD) on 2 unconnected molecules or ions with the total composition C4H5Br at a distorted geometry.

Atoms and positions in Å:
H 1.2741 -1.3239 0.6657
C 0.9178 -0.3620 0.8990
H -0.4895 -1.1726 -1.5166
C -0.4608 0.0822 0.3702
H 1.1091 0.0026 1.8863
H -2.9410 -0.4982 1.3220
H -1.1713 0.5178 -1.5219
C 0.7027 0.6859 -0.1985
Br 1.5506 2.2094 -0.8375
C -0.4917 -0.1411 -1.0687

## Properties
**Gap between HOMO and LUMO (spin up / spin down)**: 8.8 / 8.5 eV
**Relative energy (zero: lowest compared OMol25 entry of this formula, charge and spin)**: 148.80 kcal/mol
**LUMO level (spin up / spin down)**: -0.787 / 0.029 eV
**Multiplicity**: 1
**M**: 133.0 g mol⁻¹
**Net charge**: 0
**Calculated total energy**: -74263.5097 eV

(8)
ORCA calculation (wB97M-V/def2-TZVPD) on a single C4H5Br molecule at a distorted geometry.

Atoms and positions in Å:
Br 0.1828 -2.4646 -1.8203
H -0.0450 1.6589 -1.4961
H 1.2521 -1.0466 1.4495
C 0.1439 -1.1874 -0.5430
H -0.4785 -1.5086 1.6756
H 0.3327 2.2015 0.3189
C -0.2076 1.4777 -0.3991
H -1.3070 1.8379 -0.2127
C 0.2152 -0.9746 1.0573
C -0.0887 0.0058 -0.0301

## Properties
**SMILES**: CC1=C(Br)C1
**Gap between HOMO and LUMO**: 9.6 eV
**Relative energy (zero: lowest compared OMol25 entry of this formula, charge and spin)**: 36.89 kcal/mol
**LUMO level**: 0.820 eV
**Multiplicity**: 1
**M**: 133.0 g mol⁻¹
**Net charge**: 0
**Calculated total energy**: -74268.3625 eV